Entry 1:
DFT (ωB97M-V/def2-TZVPD) results for a cluster of 2 separate species, C9H14 in total.

Geometry (Å):
C  -1.341  -2.199  0.812
C  -1.296  0.151  2.120
C  -1.189  -0.696  0.938
C  -0.572  1.299  2.186
C  -0.274  2.069  1.055
C  -0.752  0.100  -0.199
C  -0.507  1.484  -0.193
H  -1.633  -0.199  3.014
H  -0.620  1.890  3.076
H  -0.707  -2.616  1.534
H  -1.011  -2.440  -0.223
H  0.091  3.077  1.147
H  -0.706  -0.307  -1.252
H  -0.179  2.006  -1.080
H  -2.432  -2.407  0.862
C  2.496  0.036  -2.996
C  2.261  -1.387  -2.272
H  2.380  -0.197  -4.107
H  1.744  0.873  -2.622
H  3.391  0.364  -2.920
H  1.590  -2.168  -2.746
H  3.200  -1.977  -2.154
H  1.925  -1.037  -1.235

Summary:
ΔE to the lowest compared entry with this formula, charge and spin   48.7 kcal/mol
2S+1   2
Charge   -1
Highest occupied orbital energy (alpha / beta)   0.9670 / -3.5379 eV
Gap between HOMO and LUMO (alpha / beta)   2.754 / 7.167 eV


Entry 2:
DFT (ωB97M-V/def2-TZVPD) results for the molecule C4H8N2O.

Geometry (Å):
O  -0.681  -0.663  2.685
C  -0.448  -0.342  1.535
N  -0.279  1.005  1.152
C  -0.279  1.293  -0.266
C  0.717  0.339  -0.979
C  0.077  -1.037  -0.853
N  -0.326  -1.267  0.529
H  0.557  1.382  1.570
H  -1.313  1.139  -0.618
H  -0.074  2.361  -0.392
H  1.707  0.323  -0.491
H  0.898  0.585  -2.032
H  0.743  -1.848  -1.167
H  -0.803  -1.059  -1.510
H  -0.496  -2.212  0.836

Summary:
ΔE to the lowest compared entry with this formula, charge and spin   10.2 kcal/mol
SMILES   O=C1NCCCN1
2S+1   1
Highest occupied orbital energy   -9.5394 eV
Gap between HOMO and LUMO   10.363 eV


Entry 3:
DFT (ωB97M-V/def2-TZVPD) results for a structure of composition C14H26InNO3.

Geometry (Å):
C  -4.402  -1.826  -3.022
C  -3.115  -2.360  -2.250
O  -2.728  -3.559  -2.472
O  -2.374  -1.548  -1.360
C  -1.571  -0.633  -2.206
C  -0.658  0.369  -1.360
C  0.661  -0.287  -0.734
C  1.429  -1.298  -1.714
C  1.770  0.821  -0.266
C  1.230  1.792  0.890
C  2.449  2.433  1.747
C  0.572  3.084  0.117
N  0.140  1.221  1.736
O  0.202  1.750  2.889
C  0.224  -0.257  1.943
C  1.385  -0.743  2.935
C  -1.176  -0.687  2.671
C  0.298  -1.126  0.600
H  -4.390  -2.248  -4.079
H  -4.373  -0.687  -3.101
H  -5.370  -2.079  -2.464
H  -2.324  0.017  -2.775
H  -0.998  -1.246  -2.968
H  -0.366  1.210  -2.074
H  -1.297  0.796  -0.506
H  2.534  -1.280  -1.414
H  1.364  -0.995  -2.813
H  1.012  -2.348  -1.638
H  2.148  1.383  -1.195
H  2.638  0.187  0.192
H  2.143  3.351  2.332
H  2.998  1.669  2.381
H  3.204  2.794  0.957
H  -0.468  3.261  0.532
H  1.176  4.020  0.362
H  0.604  2.967  -1.007
H  1.374  -1.890  2.893
H  1.133  -0.494  4.027
H  2.434  -0.432  2.642
H  -1.963  0.016  2.217
H  -1.502  -1.736  2.393
H  -1.142  -0.548  3.794
H  -0.624  -1.765  0.444
H  1.166  -1.866  0.740
In  4.551  0.801  -0.016

Summary:
2S+1   2
Charge   +3
Highest occupied orbital energy (alpha / beta)   -20.2391 / -20.2394 eV
Gap between HOMO and LUMO (alpha / beta)   7.140 / 6.160 eV


Entry 4:
DFT (ωB97M-V/def2-TZVPD) results for a structure of composition C23H26AsFHgN7O11S.

Geometry (Å):
Hg  -1.060  0.187  -0.747
O  0.928  4.233  -0.762
As  0.971  2.752  0.262
O  1.287  3.322  1.768
O  -0.571  2.153  -0.050
C  2.597  1.995  -0.597
C  3.514  2.909  -1.104
C  4.684  2.473  -1.709
C  4.954  1.117  -1.834
C  4.056  0.186  -1.340
C  2.897  0.626  -0.720
S  1.829  -0.538  0.066
O  1.279  0.196  1.192
O  2.645  -1.673  0.457
O  0.807  -0.920  -0.935
H  0.652  3.871  -1.628
H  3.291  3.962  -1.010
H  5.391  3.201  -2.088
H  5.870  0.785  -2.311
H  4.239  -0.879  -1.411
N  -1.837  -0.236  1.403
C  -1.435  -0.026  2.467
N  -0.998  0.200  3.693
C  0.099  1.155  3.944
C  -0.457  2.448  4.527
C  -1.358  2.175  5.738
C  -2.467  1.185  5.368
C  -1.848  -0.105  4.836
H  0.609  1.366  3.011
H  0.795  0.679  4.642
H  -1.023  2.959  3.744
H  0.379  3.093  4.802
H  -1.795  3.110  6.100
H  -0.762  1.753  6.557
H  -3.100  1.620  4.588
H  -3.099  0.961  6.234
H  -2.612  -0.820  4.540
H  -1.226  -0.571  5.606
C  2.113  0.432  -4.766
N  0.703  0.346  -4.496
C  -0.093  -0.521  -5.269
C  -1.463  -0.562  -5.019
C  -1.957  0.140  -3.946
N  -1.135  0.852  -3.088
C  0.159  1.066  -3.437
O  0.874  1.915  -2.865
N  -3.335  0.262  -3.703
H  2.309  1.009  -5.681
H  2.529  -0.574  -4.885
H  2.594  0.930  -3.930
H  0.410  -1.082  -6.042
H  -2.124  -1.166  -5.627
H  -3.781  -0.647  -3.667
H  -3.474  0.722  -2.816
F  -2.385  -3.005  3.158
C  -1.575  -3.124  2.086
C  -2.110  -3.285  0.878
N  -1.341  -3.505  -0.225
C  -1.992  -3.674  -1.520
C  -2.857  -2.468  -1.916
O  -3.695  -2.699  -2.800
O  -2.649  -1.395  -1.281
C  0.049  -3.505  -0.145
O  0.758  -3.832  -1.070
N  0.559  -3.206  1.111
C  -0.147  -3.017  2.292
O  0.415  -2.829  3.349
H  -3.181  -3.262  0.723
H  -2.614  -4.566  -1.528
H  -1.206  -3.781  -2.262
H  1.516  -2.872  1.087

Summary:
ΔE to the lowest compared entry with this formula, charge and spin   25.6 kcal/mol
2S+1   2
Charge   -2
Highest occupied orbital energy (alpha / beta)   0.5805 / -2.6750 eV
Gap between HOMO and LUMO (alpha / beta)   3.894 / 7.150 eV


Entry 5:
DFT (ωB97M-V/def2-TZVPD) results for a cluster of 2 separate species, C4H12 in total.

Geometry (Å):
C  -0.472  2.144  -0.601
C  -0.666  0.895  -1.400
H  0.489  2.091  -0.059
H  -0.550  3.053  -1.202
H  -1.310  2.227  0.103
H  -0.733  1.110  -2.498
H  0.173  0.173  -1.558
H  -1.565  0.315  -1.192
C  -0.037  -1.922  1.192
C  1.148  -1.072  0.825
H  0.296  -2.916  1.653
H  -0.579  -1.318  1.942
H  -0.572  -2.193  0.295
H  1.093  -0.739  -0.206
H  1.446  -0.453  1.677
H  2.058  -1.757  1.004

Summary:
ΔE to the lowest compared entry with this formula, charge and spin   22.1 kcal/mol
2S+1   2
Charge   +1
Highest occupied orbital energy (alpha / beta)   -15.9253 / -15.0580 eV
Gap between HOMO and LUMO (alpha / beta)   12.802 / 3.741 eV


Entry 6:
DFT (ωB97M-V/def2-TZVPD) results for a structure of composition C16H30MnN2P2SSe.

Geometry (Å):
Mn  -1.041  1.074  -1.390
C  -2.173  0.510  2.262
P  -0.944  1.265  1.157
C  0.647  1.011  1.990
C  -1.275  3.062  1.346
C  -0.437  3.976  0.441
P  -0.621  3.599  -1.357
C  -1.194  5.102  -2.197
C  1.112  3.521  -1.949
H  -2.034  -0.571  2.294
H  -3.183  0.724  1.915
H  -2.055  0.909  3.270
H  0.784  -0.055  2.177
H  0.654  1.547  2.940
H  1.466  1.344  1.355
H  -1.123  3.331  2.394
H  -2.338  3.201  1.127
H  0.626  3.912  0.679
H  -0.745  5.010  0.609
H  -0.482  5.903  -1.994
H  -2.182  5.402  -1.849
H  -1.243  4.920  -3.269
H  1.696  4.335  -1.518
H  1.126  3.618  -3.035
H  1.591  2.582  -1.678
C  3.547  -1.179  1.496
N  2.797  -2.037  0.593
C  2.267  -1.685  -0.588
Se  2.167  0.025  -1.324
N  1.763  -2.798  -1.156
C  1.959  -3.899  -0.325
C  1.593  -5.232  -0.435
C  1.912  -6.048  0.635
C  2.577  -5.555  1.765
C  2.948  -4.227  1.866
C  2.618  -3.409  0.795
H  3.461  -0.153  1.153
H  4.596  -1.472  1.495
H  3.149  -1.273  2.506
H  1.406  -2.805  -2.096
H  1.091  -5.619  -1.311
H  1.643  -7.095  0.599
H  2.806  -6.231  2.577
H  3.479  -3.854  2.732
C  -4.638  0.592  -1.586
S  -3.106  0.174  -2.446
C  -2.984  -1.608  -2.131
H  -4.610  0.255  -0.553
H  -5.454  0.114  -2.123
H  -4.763  1.671  -1.632
H  -3.571  -2.142  -2.874
H  -3.345  -1.834  -1.130
H  -1.942  -1.908  -2.223

Summary:
2S+1   6
Charge   +2
Highest occupied orbital energy (alpha / beta)   -13.3189 / -13.3644 eV
Gap between HOMO and LUMO (alpha / beta)   7.353 / 6.978 eV


Entry 7:
DFT (ωB97M-V/def2-TZVPD) results for a cluster of 2 separate species, C20H25 in total.

Geometry (Å):
C  -3.234  -1.920  -1.696
C  -2.104  -1.618  -2.692
C  -0.724  -1.661  -2.090
C  -0.078  -3.009  -1.967
C  -0.024  -0.575  -1.622
H  -4.214  -1.903  -2.200
H  -3.088  -2.922  -1.265
H  -3.243  -1.187  -0.876
H  -2.148  -2.378  -3.495
H  -2.247  -0.629  -3.163
H  -0.713  -3.819  -2.356
H  0.861  -3.018  -2.535
H  0.178  -3.249  -0.920
H  1.043  -0.615  -1.943
H  -0.532  0.346  -1.352
C  4.096  4.518  -0.960
C  3.378  3.266  -0.529
C  3.758  2.012  -1.044
C  3.034  0.869  -0.731
C  1.880  0.931  0.110
C  1.025  -0.226  0.191
C  0.008  -0.355  1.212
C  -0.197  -1.616  1.832
C  -1.290  -1.831  2.657
C  -2.256  -0.822  2.845
C  -3.449  -1.058  3.729
C  -2.091  0.407  2.190
C  -0.974  0.637  1.379
C  1.606  2.170  0.734
C  2.324  3.321  0.400
H  3.497  5.403  -0.705
H  5.066  4.590  -0.448
H  4.277  4.512  -2.042
H  4.647  1.944  -1.688
H  3.368  -0.104  -1.102
H  1.475  -1.154  -0.130
H  0.528  -2.416  1.650
H  -1.404  -2.791  3.181
H  -3.901  -0.091  3.982
H  -4.228  -1.686  3.267
H  -3.107  -1.560  4.643
H  -2.840  1.192  2.323
H  -0.909  1.580  0.829
H  0.851  2.233  1.515
H  2.094  4.281  0.882

Summary:
ΔE to the lowest compared entry with this formula, charge and spin   28.4 kcal/mol
2S+1   1
Charge   +1
Highest occupied orbital energy   -11.8968 eV
Gap between HOMO and LUMO   6.760 eV


> The highest 2S+1 belongs to which entry?

C16H30MnN2P2SSe